This record from the OMol25 dataset describes a 6-piece molecular cluster, C18H36O18 overall in a non-equilibrium geometry. The level of theory is ωB97M-V with the def2-TZVPD basis set.

The value obtained for the calculated total energy is -56103.4861 eV. Its SMILES is COC(=O)OC.COC(=O)OC.COC(=O)OC.COC(=O)OC.COC(=O)OC.COC(=O)OC. The value obtained for the frontier orbital gap is 11.10 eV. The value obtained for the LUMO energy is 0.54 eV.

CARTESIAN COORDINATES (ANGSTROEM)
C -6.1956 -2.2406 -0.1440
O -5.7523 -3.6002 0.1267
C -4.4649 -3.7688 -0.1653
O -3.7733 -3.0158 -0.7278
O -4.0623 -5.0172 0.2019
C -2.7314 -5.3269 -0.2053
H -5.9869 -1.6496 0.7354
H -7.2448 -2.3839 -0.1907
H -5.8458 -1.8437 -1.0986
H -2.1771 -4.4648 0.0796
H -2.6476 -5.4368 -1.2938
H -2.4163 -6.1768 0.3835
C 5.4185 2.9697 2.5687
O 4.4004 1.9550 2.5226
C 4.6872 0.9614 3.3924
O 5.6596 0.9135 4.0837
O 3.6745 0.1166 3.4004
C 3.7020 -0.9273 4.3721
H 6.3518 2.4613 2.4386
H 5.4571 3.3698 3.6065
H 5.0837 3.6844 1.8150
H 3.8142 -0.5334 5.4116
H 4.5858 -1.5332 4.1533
H 2.7399 -1.4121 4.1423
C -0.7211 4.3903 -4.7868
O 0.2043 3.3314 -4.9845
C -0.3066 2.1575 -5.2585
O -1.4535 1.8987 -5.3104
O 0.7112 1.3324 -5.5445
C 0.2112 -0.0446 -5.4228
H -1.2015 4.2296 -3.8347
H -1.4524 4.5170 -5.5976
H -0.2060 5.3406 -4.7339
H -0.2416 -0.0734 -4.4359
H 1.0562 -0.6991 -5.3556
H -0.4780 -0.4134 -6.1751
C -2.7230 0.8101 -0.5068
O -1.8220 1.0097 -1.6824
C -0.7311 1.6804 -1.3840
O -0.3730 2.2226 -0.3566
O 0.0173 1.7571 -2.5005
C 1.2346 2.5158 -2.3990
H -3.4692 1.6312 -0.5374
H -2.2350 0.9534 0.4215
H -3.1350 -0.1996 -0.6746
H 1.0248 3.5548 -2.1202
H 1.6283 2.4202 -3.4060
H 1.9620 2.1238 -1.7149
C -0.0151 0.7505 2.7212
O 0.3386 -0.1685 3.8371
C -0.0753 0.1477 5.0555
O -0.8617 1.0196 5.2344
O 0.4723 -0.6146 5.9936
C -0.1138 -0.4072 7.3025
H -0.1139 1.8135 3.0758
H -0.9638 0.4862 2.2321
H 0.7814 0.5477 2.0174
H 0.6183 -0.8157 7.9690
H -1.0563 -1.0343 7.2415
H -0.4598 0.5929 7.4815
C 3.1517 -0.7794 -1.1122
O 2.3044 -1.3755 -2.1399
C 1.0157 -1.3578 -1.8587
O 0.5648 -0.9505 -0.8022
O 0.2909 -1.9349 -2.7880
C -1.1501 -1.8946 -2.5772
H 2.7489 0.2049 -0.7309
H 4.1492 -0.7952 -1.5806
H 3.1885 -1.3845 -0.1607
H -1.5300 -1.0900 -3.1662
H -1.3882 -1.7276 -1.5670
H -1.6738 -2.7800 -2.9857